A molecular structure, C19H76FNO23V in a non-equilibrium geometry, computed with ωB97M-V with the def2-TZVPD basis set.

The geometry in XYZ format:
```
121
Properties=species:S:1:pos:R:3:forces:R:3
O -0.654 -0.550 0.551 2.293 2.481 -0.496
V 0.482 0.573 0.453 -3.480 -2.083 0.209
N -0.117 1.324 3.724 -1.270 -1.915 3.631
O 0.224 0.447 4.571 0.339 0.672 -0.973
O -0.879 2.207 4.056 -0.113 1.021 -0.301
O 0.255 1.210 2.561 1.688 0.027 -3.867
F -0.719 2.180 -0.317 1.185 -1.362 0.710
C 2.597 -4.288 -0.942 0.355 0.692 -0.293
O 1.858 -3.414 -0.090 1.218 -0.418 0.134
H 2.791 -5.288 -0.556 -0.621 -0.100 0.185
H 2.125 -4.295 -1.924 -0.072 -0.437 -0.060
H 3.597 -3.883 -1.100 0.021 0.325 0.143
H 0.925 -3.529 -0.283 -1.023 0.052 0.018
C 0.917 4.695 -1.758 -0.907 0.067 -0.114
O -0.483 4.364 -1.886 1.185 1.112 -0.510
H 1.507 3.787 -1.874 0.295 0.042 0.168
H 1.242 5.436 -2.489 -0.481 -0.293 -0.621
H 1.145 5.235 -0.839 -0.125 -0.426 0.510
H -0.665 3.688 -1.230 0.124 -0.391 0.184
C -3.753 0.645 5.269 0.662 -0.524 -1.490
O -4.268 -0.544 4.692 -0.876 -0.773 1.309
H -2.822 0.772 4.716 0.549 0.666 0.774
H -4.361 1.511 5.010 -0.299 0.151 0.459
H -3.588 0.507 6.337 -0.103 0.142 -0.158
H -4.127 -0.490 3.744 -0.060 0.219 -0.218
C 0.970 -1.076 -2.463 -0.474 -0.586 0.001
O 1.130 0.121 -1.654 -0.667 -0.925 0.261
H -0.014 -1.535 -2.370 -0.080 0.309 0.637
H 1.029 -0.890 -3.536 0.394 0.579 0.111
H 1.706 -1.833 -2.192 0.085 0.165 0.143
H 1.517 0.765 -2.251 0.484 0.889 -0.079
C 5.620 2.000 -0.305 1.935 0.597 -0.668
O 4.799 0.979 0.132 -1.225 -0.772 0.516
H 6.402 2.162 0.438 0.020 0.467 0.004
H 6.119 1.662 -1.213 0.134 0.292 -0.310
H 5.118 2.943 -0.521 -0.374 -0.241 0.210
H 5.364 0.370 0.614 -0.345 -0.169 0.186
C -1.593 -3.939 0.732 -0.115 -0.108 0.559
O -0.876 -3.534 -0.412 0.227 -0.329 -0.240
H -1.938 -3.082 1.311 0.174 0.159 0.129
H -2.486 -4.510 0.477 0.066 -0.221 -0.160
H -0.918 -4.540 1.341 -0.117 0.014 0.067
H -1.460 -2.955 -0.906 0.124 0.612 -0.384
C -1.056 -3.934 -3.825 -0.729 0.739 0.408
O -0.061 -3.267 -4.528 1.970 -0.725 -0.183
H -0.642 -4.667 -3.133 0.163 0.016 -0.173
H -1.559 -3.163 -3.242 -0.592 -0.333 0.410
H -1.781 -4.412 -4.484 -0.104 -0.219 -0.058
H -0.401 -2.490 -4.978 -0.418 0.075 -0.195
C 4.028 2.576 4.433 -0.827 0.114 -0.707
O 5.104 1.965 3.760 0.754 -0.488 0.088
H 4.241 3.636 4.574 0.079 -0.183 0.319
H 3.183 2.495 3.750 -0.541 0.240 0.298
H 3.764 2.036 5.342 0.103 0.396 0.232
H 4.989 1.034 3.960 0.369 -0.161 -0.218
C -3.785 1.257 1.700 0.083 1.916 -0.371
O -4.233 0.021 2.157 -0.142 -0.955 -0.409
H -4.656 1.863 1.451 0.102 0.298 -0.139
H -3.243 1.812 2.466 0.066 -0.261 0.191
H -3.142 1.228 0.821 0.025 -0.434 -0.080
H -5.128 -0.081 1.824 0.041 -0.296 0.106
C -5.014 -3.022 2.495 1.499 0.446 1.015
O -4.829 -4.019 1.535 -0.637 -0.782 -1.053
H -4.084 -2.455 2.536 -0.066 0.514 0.079
H -5.821 -2.325 2.269 -0.183 -0.488 -0.133
H -5.088 -3.455 3.492 -0.641 0.141 0.125
H -4.305 -4.723 1.925 -0.056 0.040 0.012
C 2.190 3.164 0.883 0.098 1.226 1.120
O 2.291 1.848 0.415 -1.244 -0.464 -0.466
H 1.151 3.478 0.983 0.029 -0.199 -0.301
H 2.621 3.211 1.883 0.046 0.135 0.078
H 2.736 3.858 0.244 -0.129 -0.039 -0.123
H 3.225 1.637 0.355 0.637 -0.906 -0.115
C -3.408 2.053 -3.067 0.396 0.687 0.593
O -2.866 1.267 -1.998 -0.763 -0.815 -0.902
H -2.628 2.570 -3.626 0.167 -0.024 0.018
H -3.980 1.460 -3.780 0.083 -0.411 0.376
H -4.063 2.815 -2.645 -0.135 0.048 -0.090
H -2.211 1.720 -1.463 0.426 0.500 0.074
C -1.534 4.922 1.697 -0.023 0.648 -0.891
O -2.376 4.213 0.796 -0.451 0.018 0.634
H -2.133 5.540 2.367 -0.248 -0.513 0.223
H -0.828 4.301 2.247 -0.200 -0.152 0.120
H -1.005 5.671 1.108 0.579 0.078 -0.043
H -1.860 3.535 0.354 0.238 -0.250 0.153
C 2.852 -0.840 2.103 -0.214 0.342 1.272
O 1.871 -0.994 1.113 0.273 0.975 -0.646
H 3.785 -1.356 1.877 0.148 0.190 -0.469
H 2.978 0.235 2.232 0.328 -0.227 0.438
H 2.455 -1.334 2.990 0.158 0.429 0.438
H 2.023 -1.891 0.808 -0.915 -0.913 -1.156
C 3.592 2.501 -3.958 -0.909 -0.138 0.175
O 2.876 1.372 -3.434 -0.165 0.882 0.215
H 2.967 3.376 -3.778 -0.001 -0.028 0.054
H 4.540 2.669 -3.447 0.154 -0.180 -0.149
H 3.692 2.412 -5.040 0.362 -0.065 0.016
H 3.419 0.581 -3.478 0.358 -0.522 -0.301
C 4.822 -1.417 -2.471 -0.512 0.137 0.833
O 4.134 -1.092 -3.648 0.017 0.332 -1.104
H 4.872 -2.501 -2.370 0.488 0.110 0.206
H 5.789 -0.914 -2.445 0.135 -0.351 -0.318
H 4.249 -0.987 -1.650 0.036 -0.256 0.496
H 3.507 -1.790 -3.851 -0.112 0.017 -0.072
C -2.029 -0.545 -5.048 -1.428 2.215 2.674
O -1.165 -1.249 -5.791 1.280 -1.356 -2.530
H -1.444 -0.135 -4.225 -0.214 0.186 0.236
H -2.466 0.307 -5.570 -0.070 0.069 -0.178
H -2.829 -1.127 -4.591 -0.172 -0.244 -0.060
H -1.616 -1.434 -6.618 0.390 -0.397 -0.299
C -3.712 -1.816 -1.068 -0.530 0.723 0.697
O -2.477 -1.403 -1.595 0.625 -1.243 -0.684
H -3.933 -2.882 -1.121 0.373 -0.050 -0.312
H -3.698 -1.525 -0.018 -0.511 -0.136 0.265
H -4.476 -1.244 -1.595 -0.503 -0.276 0.184
H -2.645 -0.496 -1.859 0.496 0.829 -0.140
C -1.585 -2.664 4.461 0.146 0.529 0.666
O -0.215 -2.555 4.179 0.953 -0.646 -0.977
H -2.036 -1.677 4.353 -0.425 -0.159 0.310
H -2.112 -3.354 3.803 0.391 -0.099 -0.215
H -1.627 -3.049 5.480 -0.835 0.117 0.181
H 0.124 -1.759 4.595 -0.148 0.344 -0.086
```
Positions in Å, forces in eV/Å.

Results
**Frontier orbital gap (alpha / beta)**: 8.16 / 8.60 eV
**Largest force on an atom**: 4.3 eV/A
**Lowest unoccupied orbital energy (alpha / beta)**: -0.604 / -0.162 eV
**2S+1**: 2
**<S²>**: 0.80

Atomic partial charges in e from the Mulliken method, atoms 1 to 99:
1 O 0.6105
2 V -0.7265
3 N 0.7129
4 O -0.7021
5 O -0.5807
6 O -0.6694
7 F 0.7834
8 C -0.6218
9 O -0.5577
10 H 0.2740
11 H 0.2750
12 H 0.1458
13 H 0.3564
14 C -0.2565
15 O -0.5864
16 H -0.2498
17 H 0.4644
18 H 0.2107
19 H 0.0811
20 C -0.1498
21 O -0.6104
22 H -0.2070
23 H 0.2420
24 H 0.2773
25 H 0.4186
26 C 0.0995
27 O 0.6195
28 H -0.2093
29 H 0.4870
30 H -0.1532
31 H -0.0835
32 C -0.8227
33 O -0.2299
34 H 0.3391
35 H 0.2209
36 H 0.2616
37 H 0.1955
38 C -0.4391
39 O -0.5448
40 H 0.0233
41 H 0.2771
42 H 0.4127
43 H -0.2540
44 C -0.2487
45 O -0.5705
46 H 0.2108
47 H -0.1123
48 H 0.3866
49 H 0.4044
50 C -0.2224
51 O -0.4974
52 H 0.2834
53 H -0.1764
54 H 0.3301
55 H 0.2831
56 C -0.3283
57 O -0.4285
58 H 0.5503
59 H 0.1168
60 H -0.1746
61 H 0.1990
62 C -0.2636
63 O -0.5625
64 H -0.1187
65 H 0.3027
66 H 0.3526
67 H 0.3317
68 C -0.3855
69 O 0.8285
70 H -0.0391
71 H -0.1124
72 H 0.3522
73 H -0.2188
74 C -0.9236
75 O -0.4870
76 H 0.3157
77 H 0.3342
78 H 0.2990
79 H -0.0519
80 C -0.4720
81 O -0.5886
82 H 0.3270
83 H 0.0989
84 H 0.2583
85 H -0.0389
86 C -0.3143
87 O 0.7854
88 H 0.3064
89 H -0.1907
90 H 0.2314
91 H 0.0431
92 C -0.7549
93 O -0.3894
94 H 0.2306
95 H 0.2442
96 H 0.3020
97 H 0.3022
98 C -0.2485
99 O -0.6470